Formula: C25H19F3N2O
Source: the OMol25 dataset
Level of theory: wB97M-V/def2-TZVPD

Computed properties:
2S+1 = 1
HOMO-LUMO gap = 8.02 eV
net charge = 0
E_LUMO = -0.2159 eV

Geometry as XYZ:
```
50
C25H19F3N2O wB97M-V/def2-TZVPD
F 1.2423 2.0254 -10.3828
F -0.7865 1.1064 -10.6950
F -0.6242 3.1964 -10.2392
C 0.4354 0.3848 -3.2582
C 0.3698 0.4443 -4.4889
N -0.0332 0.9635 -0.8959
O -1.1258 -2.5414 3.2930
C 0.6550 0.3515 -1.8408
C -0.4527 2.0689 5.8543
C -0.8930 1.1452 6.6933
C -0.1982 0.0753 -6.7970
C 0.5747 2.2724 -6.1763
C 1.5499 -0.7119 2.4811
C -0.1620 0.7719 1.7086
C -0.0408 1.6335 4.6024
C 1.9945 -0.9791 1.2378
C -0.4305 0.4643 -8.0942
C 0.4228 2.6634 -7.4867
C -1.1793 -0.1865 6.2596
C 0.1256 0.9613 -5.8200
C 0.3512 0.5049 0.3440
C 0.3698 0.0668 2.7711
C -0.1293 0.3196 4.1938
C 1.3810 -0.4267 0.1151
C -0.1402 1.7893 -8.4761
C -0.8341 -0.5806 4.9880
N 1.5391 -0.5611 -1.2196
C -0.0412 1.9539 -9.9604
C 0.6024 -2.7097 5.0839
C -1.8388 -2.8609 5.3499
C -0.7542 -2.1184 4.6765
H -2.0121 -2.2021 3.0316
H -0.4152 3.1106 6.0771
H -1.0404 1.4571 7.7782
H -0.4580 -0.9239 -6.3804
H 0.8439 3.0009 -5.4449
H 2.1718 -1.1556 3.2581
H -0.9645 1.5266 1.7853
H 0.4433 2.2031 3.9100
H 2.7267 -1.7388 1.2229
H -0.7550 -0.3185 -8.7226
H 0.8058 3.6890 -7.8479
H -1.5695 -0.8357 6.9459
H 2.0141 -1.2820 -1.6753
H 1.1684 -2.0953 5.7939
H 1.1229 -3.0544 4.2410
H 0.4672 -3.6577 5.6005
H -2.7776 -2.3417 5.1964
H -1.7567 -3.0287 6.4689
H -1.9643 -3.8394 4.9399
```


Formula: C6H10N
Source: the OMol25 dataset
Level of theory: wB97M-V/def2-TZVPD

Computed properties:
2S+1 = 1
HOMO-LUMO gap = 10.44 eV
net charge = +1
E_LUMO = -4.2326 eV

Geometry as XYZ:
```
17
C6H10N wB97M-V/def2-TZVPD
C 1.5258 -2.3885 0.9775
C 0.9903 0.4877 -2.3091
C 2.1828 -1.3988 1.0833
C -0.1635 -0.2248 -0.2087
C -2.2903 0.9002 0.2305
C -1.1874 0.0072 0.8049
N 0.3106 0.1559 -1.1908
H 1.1176 -3.2890 0.9063
H 1.7457 -0.1974 -2.4974
H 0.3519 0.4302 -3.1644
H 1.4515 1.5044 -2.3041
H 2.8817 -0.6068 1.1400
H -2.9097 0.2335 -0.5168
H -2.9022 1.2529 1.1012
H -1.8645 1.7136 -0.3667
H -1.5833 -0.9637 1.0856
H -0.6669 0.3887 1.6216
```


Formula: C7H10BFO3
Source: the OMol25 dataset
Level of theory: wB97M-V/def2-TZVPD

Computed properties:
2S+1 = 1
HOMO-LUMO gap = 8.47 eV
net charge = 0
E_LUMO = 0.2776 eV

Geometry as XYZ:
```
22
C7H10BFO3 wB97M-V/def2-TZVPD
B 1.3921 -0.5364 2.0342
C -0.4293 2.0458 0.3797
C 0.1665 1.7469 -0.8547
C -0.4769 1.0720 1.3375
C 0.5390 0.5041 -1.2008
C -0.0122 -0.3722 1.1908
C 0.0773 -0.6771 -0.3503
C -1.8711 -1.3239 -1.8905
O 1.2293 -0.8430 3.3528
O 2.5052 -0.0971 1.3073
O -1.1096 -1.1416 -0.6736
F 1.0245 -1.7309 -0.3936
H -0.4421 3.2018 0.5396
H 0.5091 2.5342 -1.5471
H -0.8525 1.0882 2.3787
H 1.0585 0.1063 -2.0916
H -0.8264 -0.9930 1.5071
H -1.8208 -0.5097 -2.6089
H -2.8885 -1.5432 -1.6782
H -1.3719 -2.2025 -2.3222
H 2.0194 -0.8231 3.9641
H 3.3883 -0.0015 1.7295
```